Record 1
{
  "formula": "C33H81F2N8O8S2V",
  "method": "wB97M-V/def2-TZVPD",
  "charge": 1,
  "max_force_ev_per_a": 6.42,
  "s2": 0.80,
  "homo_lumo_gap_ev": [4.24, 4.72],
  "spin_multiplicity": 2,
  "elements": ["O", "V", "N", "S", "O", "O", "F", "S", "O", "O", "F", "C", "C", "N", "C", "C", "C", "C", "H", "H", "H", "H", "H", "H", "H", "H", "H", "H", "H", "H", "H", "H", "H", "C", "C", "N", "C", "C", "C", "C", "H", "H", "H", "H", "H", "H", "H", "H", "H", "H", "H", "H", "H", "H", "H", "C", "C", "N", "C", "C", "C", "C", "H", "H", "H", "H", "H", "H", "H", "H", "H", "H", "H", "H", "H", "H", "H", "C", "C", "N", "C", "C", "C", "C", "H", "H", "H", "H", "H", "H", "H", "H", "H", "H", "H", "H", "H", "H", "H", "C", "O", "N", "C", "C", "H", "H", "H", "H", "H", "H", "H", "C", "O", "N", "C", "C", "H", "H", "H", "H", "H", "H", "H", "C", "O", "N", "C", "C", "H", "H", "H", "H", "H", "H", "H"],
  "positions_angstrom": [[2.267, -3.969, -2.732], [0.761, -3.528, -2.414], [1.116, -1.977, -1.194], [2.018, -0.491, -1.393], [2.783, 0.089, -0.327], [1.396, 0.351, -2.381], [3.136, -1.250, -2.218], [0.529, -1.533, 0.210], [-0.168, -0.286, 0.335], [1.478, -1.907, 1.233], [-0.642, -2.615, 0.357], [-2.453, -3.421, 3.181], [-1.219, -4.017, 3.785], [-0.910, -3.540, 5.132], [0.442, -3.884, 5.551], [1.467, -3.040, 4.772], [-2.023, -3.783, 6.048], [-1.655, -3.713, 7.513], [-2.474, -3.459, 2.092], [-2.405, -2.332, 3.328], [-3.352, -3.709, 3.726], [-1.288, -5.121, 3.799], [-0.369, -3.939, 3.105], [0.687, -4.956, 5.502], [0.530, -3.631, 6.605], [1.271, -2.983, 3.705], [2.495, -3.340, 4.968], [1.355, -2.019, 5.147], [-2.819, -3.059, 5.849], [-2.549, -4.740, 5.886], [-0.928, -4.445, 7.858], [-1.290, -2.721, 7.799], [-2.553, -3.804, 8.129], [-7.071, -1.738, 1.208], [-5.900, -0.840, 1.657], [-4.889, -0.702, 0.604], [-5.326, 0.266, -0.396], [-4.307, 0.309, -1.548], [-3.558, -0.495, 1.177], [-3.269, 0.828, 1.885], [-6.647, -2.694, 0.913], [-7.668, -1.184, 0.486], [-7.736, -1.921, 2.054], [-6.254, 0.145, 1.995], [-5.476, -1.269, 2.568], [-6.312, -0.017, -0.756], [-5.391, 1.259, 0.074], [-3.884, -0.683, -1.720], [-4.765, 0.710, -2.449], [-3.427, 0.872, -1.227], [-2.787, -0.812, 0.468], [-3.386, -1.306, 1.886], [-2.349, 0.721, 2.461], [-4.032, 1.080, 2.622], [-3.115, 1.623, 1.153], [6.411, 1.781, 2.141], [5.164, 2.623, 2.499], [4.291, 2.938, 1.371], [3.137, 3.703, 1.820], [2.264, 2.992, 2.850], [4.958, 3.515, 0.244], [4.077, 3.601, -1.030], [7.088, 2.216, 1.418], [5.942, 0.830, 1.879], [6.955, 1.620, 3.073], [4.675, 2.032, 3.274], [5.562, 3.483, 3.070], [3.273, 4.772, 2.027], [2.479, 3.639, 0.938], [2.867, 2.802, 3.743], [1.370, 3.517, 3.190], [1.885, 2.015, 2.545], [5.953, 3.194, -0.048], [5.231, 4.572, 0.465], [3.442, 4.483, -0.948], [3.534, 2.665, -1.170], [4.762, 3.707, -1.872], [-0.164, 3.652, -1.128], [0.273, 4.782, -2.091], [-0.782, 5.795, -2.097], [-0.819, 6.599, -3.327], [-1.772, 5.842, -4.320], [-0.848, 6.617, -0.880], [0.436, 7.421, -0.600], [-0.087, 3.988, -0.093], [0.505, 2.801, -1.210], [-1.191, 3.354, -1.326], [1.218, 5.275, -1.859], [0.308, 4.367, -3.098], [-1.349, 7.535, -3.163], [0.201, 6.795, -3.652], [-2.742, 5.983, -3.855], [-1.728, 6.224, -5.337], [-1.455, 4.804, -4.413], [-1.044, 6.006, -0.001], [-1.696, 7.298, -0.953], [1.203, 6.700, -0.300], [0.267, 8.098, 0.231], [0.896, 7.930, -1.447], [0.345, -1.464, -4.903], [0.648, -2.463, -4.270], [0.638, -1.351, -6.212], [0.444, -0.116, -6.968], [0.993, -2.508, -7.000], [-0.099, -0.575, -4.441], [-0.380, -0.298, -7.654], [1.351, 0.158, -7.512], [0.335, 0.753, -6.321], [0.699, -3.403, -6.444], [0.481, -2.523, -7.960], [2.057, -2.715, -7.136], [5.176, -3.058, -1.206], [4.628, -4.117, -1.003], [5.341, -2.054, -0.329], [5.865, -0.764, -0.717], [4.954, -2.142, 1.059], [5.534, -2.708, -2.193], [6.878, -0.665, -0.300], [5.263, 0.044, -0.308], [6.082, -0.609, -1.774], [4.185, -2.875, 1.287], [5.749, -2.190, 1.808], [4.446, -1.214, 1.352], [-2.588, -3.363, -1.818], [-1.417, -3.371, -2.209], [-3.503, -4.259, -2.130], [-4.820, -4.221, -1.535], [-3.223, -5.389, -3.003], [-2.917, -2.684, -1.024], [-5.556, -4.637, -2.225], [-5.233, -3.273, -1.191], [-4.893, -4.872, -0.656], [-2.291, -5.251, -3.542], [-3.254, -6.263, -2.350], [-3.949, -5.509, -3.808]]
}

Record 2
{
  "formula": "C33H81GaNO17S5",
  "method": "wB97M-V/def2-TZVPD",
  "charge": -1,
  "max_force_ev_per_a": 0.38,
  "homo_lumo_gap_ev": 5.64,
  "spin_multiplicity": 1,
  "elements": ["C", "C", "O", "C", "C", "C", "C", "C", "Ga", "N", "O", "C", "C", "C", "C", "C", "C", "C", "C", "C", "C", "C", "H", "H", "H", "H", "H", "H", "H", "H", "H", "H", "H", "H", "H", "H", "H", "H", "H", "H", "H", "H", "H", "H", "H", "H", "H", "H", "H", "H", "H", "H", "H", "H", "H", "H", "H", "H", "H", "H", "H", "H", "H", "O", "S", "O", "O", "C", "C", "C", "H", "H", "H", "H", "H", "H", "H", "H", "O", "S", "O", "O", "C", "C", "C", "H", "H", "H", "H", "H", "H", "H", "H", "O", "S", "O", "O", "C", "C", "C", "H", "H", "H", "H", "H", "H", "H", "H", "O", "S", "O", "O", "C", "C", "C", "H", "H", "H", "H", "H", "H", "H", "H", "O", "S", "O", "O", "C", "C", "C", "H", "H", "H", "H", "H", "H", "H", "H"],
  "positions_angstrom": [[3.353, 2.636, 4.718], [2.018, 3.082, 4.126], [1.514, 2.110, 3.242], [1.433, 2.499, 1.879], [0.653, 1.442, 1.127], [1.379, 0.100, 1.094], [0.663, -0.978, 0.286], [1.185, -2.389, 0.584], [1.113, -3.107, 2.478], [0.459, -4.954, 2.357], [-0.120, -2.223, 3.605], [-1.407, -2.716, 3.736], [-2.448, -1.602, 3.968], [-2.248, -0.465, 2.968], [-3.844, -2.232, 3.911], [-5.016, -1.451, 4.528], [-5.439, -0.232, 3.700], [-4.752, -1.047, 5.978], [2.874, -3.080, 3.488], [2.717, -3.939, 4.755], [3.397, -1.677, 3.805], [4.765, -1.629, 4.506], [4.188, 2.883, 4.057], [3.343, 1.554, 4.858], [3.529, 3.106, 5.690], [1.289, 3.239, 4.927], [2.158, 4.035, 3.599], [0.963, 3.489, 1.803], [2.449, 2.579, 1.460], [0.478, 1.804, 0.106], [-0.324, 1.324, 1.604], [2.373, 0.268, 0.659], [1.527, -0.250, 2.118], [-0.418, -0.915, 0.457], [0.807, -0.758, -0.783], [2.247, -2.426, 0.295], [0.672, -3.111, -0.064], [0.512, -5.365, 3.287], [1.148, -5.482, 1.823], [-1.482, -3.403, 4.602], [-1.725, -3.313, 2.861], [-2.281, -1.208, 4.976], [-2.601, 0.497, 3.347], [-1.180, -0.384, 2.762], [-2.768, -0.661, 2.024], [-4.080, -2.433, 2.859], [-3.797, -3.211, 4.407], [-5.868, -2.141, 4.550], [-4.894, 0.667, 3.997], [-6.505, -0.023, 3.823], [-5.245, -0.381, 2.636], [-5.636, -0.579, 6.422], [-3.934, -0.327, 6.042], [-4.488, -1.915, 6.587], [3.601, -3.565, 2.818], [3.415, -3.660, 5.556], [2.893, -4.994, 4.526], [1.705, -3.856, 5.173], [2.655, -1.153, 4.420], [3.472, -1.110, 2.871], [5.334, -0.735, 4.232], [4.685, -1.627, 5.597], [5.373, -2.497, 4.231], [2.289, 6.746, 2.901], [3.137, 7.389, 3.859], [2.540, 8.061, 4.973], [4.104, 8.390, 3.090], [3.485, 9.306, 2.148], [2.808, 10.471, 2.833], [4.368, 6.276, 4.436], [2.794, 8.738, 1.524], [4.318, 9.633, 1.529], [1.940, 10.148, 3.404], [2.482, 11.184, 2.074], [3.499, 10.972, 3.510], [4.836, 5.793, 3.583], [3.856, 5.542, 5.055], [5.090, 6.836, 5.025], [2.768, -7.720, 3.957], [1.830, -8.453, 4.751], [2.325, -9.493, 5.606], [0.701, -9.042, 3.800], [1.137, -9.678, 2.574], [1.683, -11.068, 2.808], [0.809, -7.360, 5.669], [1.865, -9.025, 2.092], [0.237, -9.695, 1.963], [2.615, -11.041, 3.371], [1.870, -11.542, 1.843], [0.966, -11.674, 3.362], [0.421, -6.602, 4.993], [1.447, -6.907, 6.425], [0.010, -7.937, 6.128], [2.502, 0.177, -3.046], [2.968, -0.557, -4.183], [4.299, -0.326, -4.661], [1.932, -0.360, -5.372], [1.516, 1.002, -5.664], [2.528, 1.760, -6.490], [2.716, -2.276, -3.929], [1.293, 1.499, -4.720], [0.586, 0.875, -6.214], [3.449, 1.954, -5.942], [2.079, 2.706, -6.791], [2.777, 1.199, -7.391], [1.697, -2.431, -3.587], [3.422, -2.574, -3.156], [2.917, -2.800, -4.859], [-0.463, 4.682, -9.885], [-1.027, 3.837, -8.876], [-0.155, 2.993, -8.116], [-2.166, 2.942, -9.536], [-1.831, 2.211, -10.745], [-1.002, 0.978, -10.466], [-2.058, 4.755, -7.792], [-1.332, 2.897, -11.430], [-2.802, 1.955, -11.165], [-0.010, 1.237, -10.103], [-0.899, 0.406, -11.390], [-1.486, 0.348, -9.719], [-2.731, 5.367, -8.387], [-1.394, 5.377, -7.196], [-2.613, 4.066, -7.160], [-4.963, 3.320, -6.681], [-5.822, 2.446, -7.430], [-7.122, 2.919, -7.794], [-5.932, 1.063, -6.673], [-6.226, 1.099, -5.244], [-7.683, 1.380, -4.964], [-4.972, 1.879, -8.856], [-5.566, 1.833, -4.782], [-5.931, 0.109, -4.904], [-7.959, 2.392, -5.254], [-7.862, 1.261, -3.894], [-8.320, 0.680, -5.504], [-4.000, 1.510, -8.544], [-4.858, 2.748, -9.499], [-5.560, 1.107, -9.346]]
}

Record 3
{
  "formula": "C33H81N5O14S5",
  "method": "wB97M-V/def2-TZVPD",
  "charge": 0,
  "max_force_ev_per_a": 5.42,
  "homo_lumo_gap_ev": 8.47,
  "spin_multiplicity": 1,
  "elements": ["C", "S", "O", "C", "H", "H", "H", "H", "H", "H", "C", "S", "O", "C", "H", "H", "H", "H", "H", "H", "C", "S", "O", "C", "H", "H", "H", "H", "H", "H", "C", "S", "O", "C", "H", "H", "H", "H", "H", "H", "C", "S", "O", "C", "H", "H", "H", "H", "H", "H", "C", "O", "N", "C", "C", "H", "H", "H", "H", "H", "H", "H", "C", "O", "N", "C", "C", "H", "H", "H", "H", "H", "H", "H", "C", "O", "N", "C", "C", "H", "H", "H", "H", "H", "H", "H", "C", "O", "N", "C", "C", "H", "H", "H", "H", "H", "H", "H", "C", "O", "N", "C", "C", "H", "H", "H", "H", "H", "H", "H", "O", "C", "O", "C", "C", "C", "H", "H", "H", "H", "H", "H", "H", "H", "O", "C", "O", "C", "C", "C", "H", "H", "H", "H", "H", "H", "H", "H"],
  "positions_angstrom": [[-0.660, -23.746, -2.898], [-1.517, -24.546, -4.322], [-2.640, -25.409, -3.721], [-2.281, -22.947, -4.969], [-0.016, -24.403, -2.314], [-1.427, -23.489, -2.167], [-0.124, -22.856, -3.226], [-2.750, -23.125, -5.936], [-1.555, -22.156, -5.157], [-2.985, -22.648, -4.193], [-3.833, -12.197, -7.924], [-3.952, -12.722, -6.193], [-2.778, -12.173, -5.379], [-5.406, -11.698, -5.747], [-3.226, -11.300, -8.048], [-4.795, -11.978, -8.389], [-3.447, -12.980, -8.576], [-5.080, -10.659, -5.718], [-5.743, -12.062, -4.776], [-6.209, -11.613, -6.480], [2.441, -20.118, 4.549], [3.069, -20.158, 6.309], [1.931, -20.803, 7.081], [4.234, -21.538, 5.960], [3.030, -19.568, 3.816], [1.447, -19.671, 4.570], [2.247, -21.166, 4.318], [4.807, -21.930, 6.800], [4.927, -21.307, 5.152], [3.623, -22.335, 5.537], [3.519, -20.050, -9.008], [3.095, -19.842, -7.171], [3.236, -21.162, -6.427], [4.627, -18.867, -6.795], [4.422, -20.647, -8.882], [3.924, -19.126, -9.420], [2.683, -20.467, -9.569], [5.448, -19.527, -6.517], [4.358, -18.288, -5.912], [4.960, -18.108, -7.503], [-6.115, -18.436, -4.665], [-6.400, -18.878, -2.914], [-5.073, -19.358, -2.341], [-7.047, -17.279, -2.283], [-5.849, -19.282, -5.299], [-5.415, -17.611, -4.800], [-7.096, -18.077, -4.974], [-6.466, -16.420, -2.620], [-6.967, -17.418, -1.205], [-8.096, -17.097, -2.515], [-2.991, -11.641, -0.236], [-3.661, -10.608, -0.010], [-3.201, -12.861, 0.327], [-2.306, -13.930, 0.084], [-4.362, -13.324, 1.164], [-2.133, -11.610, -0.926], [-2.871, -14.685, -0.463], [-1.968, -14.531, 0.928], [-1.406, -13.709, -0.491], [-4.936, -14.068, 0.613], [-4.182, -13.669, 2.183], [-5.075, -12.522, 1.352], [4.097, -13.902, -6.188], [3.951, -13.627, -5.015], [3.144, -13.877, -7.116], [3.306, -14.190, -8.561], [1.737, -13.678, -6.844], [5.061, -14.226, -6.609], [4.320, -14.119, -8.954], [2.533, -13.703, -9.155], [3.177, -15.272, -8.536], [1.254, -12.966, -7.514], [1.171, -14.569, -7.115], [1.537, -13.330, -5.830], [-0.059, -18.542, -1.278], [0.683, -18.856, -0.375], [0.296, -17.517, -2.118], [-0.520, -17.246, -3.261], [1.606, -16.837, -2.054], [-1.076, -18.899, -1.501], [-0.264, -17.916, -4.082], [-0.493, -16.210, -3.600], [-1.595, -17.386, -3.140], [2.306, -17.276, -1.343], [2.080, -17.043, -3.014], [1.497, -15.777, -1.828], [3.544, -8.928, 0.025], [4.227, -8.831, 1.049], [3.398, -10.006, -0.757], [4.157, -11.266, -0.443], [2.771, -9.833, -2.076], [2.898, -8.166, -0.438], [4.984, -11.211, -1.151], [3.569, -12.177, -0.564], [4.602, -11.179, 0.548], [2.612, -8.777, -2.292], [3.238, -10.245, -2.971], [1.792, -10.313, -2.057], [-1.836, -18.417, -9.983], [-1.656, -17.822, -8.922], [-1.303, -17.993, -11.145], [-1.324, -18.822, -12.352], [-0.339, -16.930, -11.278], [-2.375, -19.376, -10.028], [-1.548, -18.091, -13.129], [-2.093, -19.594, -12.316], [-0.345, -19.277, -12.498], [0.670, -17.342, -11.294], [-0.378, -16.373, -12.215], [-0.468, -16.181, -10.497], [6.324, -16.335, 4.100], [5.485, -15.880, 3.259], [5.594, -16.092, 1.895], [6.640, -16.818, 1.357], [6.837, -16.328, -0.082], [4.302, -15.111, 3.601], [6.392, -17.879, 1.348], [7.556, -16.735, 1.940], [6.035, -16.523, -0.793], [7.770, -16.704, -0.503], [6.980, -15.248, -0.119], [3.405, -15.418, 3.062], [4.597, -14.070, 3.474], [3.913, -15.294, 4.603], [5.603, -24.001, -0.075], [4.893, -23.615, -1.012], [4.473, -24.409, -1.962], [4.796, -25.755, -2.055], [3.693, -26.611, -2.708], [4.562, -22.161, -1.290], [5.044, -26.212, -1.097], [5.673, -25.799, -2.701], [3.508, -26.317, -3.742], [2.697, -26.537, -2.273], [4.072, -27.631, -2.756], [5.396, -21.657, -1.776], [4.348, -21.790, -0.287], [3.662, -22.081, -1.899]]
}